Entry 1:
3 unconnected molecules or ions with the total composition C26H66FN10O4P2 in a non-equilibrium geometry, computed with the ωB97M-V functional and the def2-TZVPD basis.

Geometry (Å):
P1 -2.815 -2.771 -6.273
P2 4.225 4.031 2.985
F1 -0.503 -4.184 0.213
O1 -4.860 -3.005 0.852
O2 -3.934 -1.773 -6.501
O3 0.197 0.933 1.353
O4 3.535 5.323 3.396
N1 -0.130 -4.058 2.892
N2 4.714 4.560 1.407
N3 -0.687 0.052 0.830
N4 4.725 2.413 2.562
N5 -1.816 -2.254 -7.589
N6 -1.860 -4.201 -6.109
N7 -1.167 -2.010 -0.136
N8 5.383 3.982 4.242
N9 -2.387 -2.315 -4.675
N10 1.068 -1.463 0.466
C1 -5.959 -2.688 1.723
C2 -2.574 -3.630 1.167
C3 -2.081 -5.226 -7.133
C4 -1.398 -1.375 -4.224
C5 -3.346 -2.654 -3.634
C6 -7.223 -2.808 0.884
C7 -0.595 -1.485 -7.451
C8 -3.628 -2.522 1.364
C9 -0.692 -4.421 -5.289
C10 1.105 -2.296 1.732
C11 -1.380 2.699 2.034
C12 6.063 4.946 1.036
C13 3.773 5.478 0.755
C14 -2.614 2.247 4.178
C15 3.854 1.658 1.675
C16 -1.301 4.233 2.244
C17 6.728 4.515 4.274
C18 -2.554 -1.756 -8.756
C19 -0.306 -2.809 2.111
C20 4.869 3.664 5.566
C21 -0.306 2.269 0.995
C22 -0.074 2.220 4.211
C23 -1.323 1.891 3.357
C24 -0.272 -1.075 0.394
C25 6.029 1.810 2.742
C26 -1.159 -3.129 0.844
H1 -0.254 4.548 2.175
H2 4.809 2.576 5.708
H3 2.742 5.191 0.962
H4 7.381 3.830 4.826
H5 -0.920 -1.758 -3.307
H6 -3.180 -3.683 -3.285
H7 -0.823 -2.105 2.782
H8 -0.848 -2.311 -1.055
H9 -1.400 -5.092 -7.981
H10 -3.347 2.764 3.556
H11 0.112 3.298 4.243
H12 -3.103 -5.176 -7.511
H13 1.499 -1.661 2.531
H14 -2.357 2.498 1.568
H15 -0.263 1.913 5.246
H16 -3.401 -1.586 0.833
H17 3.888 0.586 1.889
H18 -5.833 -1.677 2.136
H19 -0.953 -4.111 3.490
H20 -3.040 1.344 4.621
H21 -0.160 -1.282 -8.431
H22 0.621 -3.887 3.560
H23 2.815 1.967 1.815
H24 -1.838 -0.391 -4.005
H25 -0.173 -5.326 -5.603
H26 -0.815 2.130 0.034
H27 -0.763 -0.517 -6.962
H28 -2.507 -4.197 2.097
H29 5.496 4.076 6.356
H30 6.099 5.247 -0.013
H31 -1.692 0.237 0.791
H32 -5.947 -3.394 2.567
H33 6.434 5.789 1.630
H34 -1.939 -1.846 -9.654
H35 -3.453 -2.344 -8.929
H36 -2.890 -4.278 0.345
H37 -0.582 -1.223 -4.927
H38 -1.376 0.806 3.199
H39 6.771 5.501 4.754
H40 7.177 4.607 3.288
H41 6.202 1.527 3.784
H42 -7.336 -3.837 0.533
H43 -1.743 4.539 3.192
H44 1.811 -3.108 1.552
H45 3.910 6.513 1.088
H46 -3.724 -2.306 2.438
H47 -7.127 -2.166 0.004
H48 6.762 4.110 1.104
H49 6.849 2.454 2.425
H50 -2.851 -0.707 -8.638
H51 0.182 -2.040 -6.918
H52 1.154 -2.119 -0.308
H53 -3.278 -1.987 -2.773
H54 -4.374 -2.588 -4.001
H55 -2.300 2.905 4.994
H56 4.121 1.817 0.623
H57 0.037 -3.610 -5.350
H58 -0.959 -4.563 -4.236
H59 -1.821 4.733 1.421
H60 -8.108 -2.509 1.451
H61 3.866 4.076 5.711
H62 6.110 0.896 2.153
H63 0.511 2.975 0.849
H64 -1.948 -6.231 -6.728
H65 3.902 5.440 -0.329
H66 0.841 1.702 3.902

- Kohn-Sham gap (Eh) = 0.23055
- total charge = +1

Entry 2:
A molecular structure, C58H51N5OZr in a non-equilibrium geometry, computed with the ωB97M-V functional and the def2-TZVPD basis.

Geometry (Å):
Zr1 -5.387 3.164 19.455
O1 -5.301 5.085 19.945
N1 -6.437 2.968 17.582
N2 -3.832 2.850 18.188
N3 -4.636 1.969 21.039
N4 -4.571 7.063 20.937
N5 -7.276 2.231 20.313
C1 -5.064 6.416 19.900
C2 1.476 3.841 22.121
C3 0.029 2.099 21.233
C4 -9.087 10.751 21.483
C5 1.241 2.480 21.934
C6 -6.580 0.721 26.220
C7 -0.587 4.367 20.898
C8 -6.510 1.218 22.449
C9 -7.658 5.733 24.086
C10 -9.503 2.555 20.869
C11 -8.649 6.957 22.198
C12 -7.972 8.259 24.239
C13 -7.504 1.814 21.619
C14 -8.789 2.263 22.032
C15 -8.900 2.711 18.356
C16 -9.146 8.102 21.640
C17 -12.310 1.142 18.396
C18 -12.222 2.882 16.597
C19 -6.976 0.827 23.836
C20 -7.976 2.301 15.977
C21 -4.221 3.326 13.329
C22 -2.568 2.969 18.921
C23 -6.770 2.452 15.299
C24 -8.300 9.421 23.542
C25 -8.880 5.657 21.528
C26 0.605 4.759 21.504
C27 -4.076 0.658 22.842
C28 -3.747 5.306 14.529
C29 -3.190 1.893 21.156
C30 -8.833 9.349 22.215
C31 -5.110 1.230 22.097
C32 -1.583 3.482 18.005
C33 -7.766 -0.051 26.395
C34 -3.419 5.256 12.162
C35 -2.298 2.550 20.241
C36 -3.378 5.965 13.353
C37 -8.103 0.039 24.014
C38 -0.966 2.978 20.870
C39 -6.155 1.122 24.966
C40 -5.582 7.100 18.740
C41 -4.115 3.985 14.555
C42 -4.588 3.490 15.946
C43 -7.802 10.755 24.064
C44 -2.156 3.625 16.776
C45 -3.823 3.923 12.182
C46 -3.584 3.303 16.876
C47 -8.434 -0.445 25.276
C48 -2.880 1.028 22.190
C49 -8.125 7.024 23.483
C50 -10.963 3.145 17.046
C51 -10.955 1.329 18.679
C52 -5.868 3.042 16.232
C53 -12.910 1.818 17.364
C54 -10.274 2.388 18.032
C55 -8.566 2.491 19.799
C56 -9.850 8.068 20.296
C57 -7.833 2.643 17.360
C58 -7.230 8.286 25.556
H1 0.773 5.844 21.584
H2 -8.495 5.179 24.528
H3 -6.956 5.926 24.841
H4 -9.408 4.947 22.193
H5 -8.066 -0.409 27.394
H6 2.389 4.244 22.596
H7 -9.264 -1.106 25.493
H8 -10.632 2.609 20.858
H9 -4.576 2.267 13.271
H10 -7.660 7.661 26.328
H11 -7.898 5.163 21.301
H12 -12.919 0.505 19.063
H13 -9.102 7.880 19.552
H14 -10.525 4.035 16.649
H15 -1.865 0.715 22.398
H16 -9.451 5.824 20.609
H17 -7.149 5.166 23.274
H18 -7.057 11.233 23.357
H19 -3.845 3.309 11.269
H20 -4.224 0.105 23.738
H21 -5.243 1.700 24.792
H22 -8.592 11.466 24.021
H23 -10.166 10.982 21.283
H24 -5.467 8.150 18.936
H25 -10.459 0.631 19.362
H26 -9.001 1.965 15.691
H27 -1.338 5.081 20.471
H28 -6.084 1.110 27.034
H29 -10.273 9.087 20.175
H30 -5.001 6.689 17.855
H31 -0.646 3.751 18.371
H32 -0.178 1.060 20.891
H33 -8.742 -0.326 23.213
H34 2.017 1.799 22.259
H35 -8.604 10.570 20.539
H36 -3.397 5.796 11.198
H37 -6.209 7.886 25.323
H38 -4.060 6.475 21.723
H39 -10.718 7.349 20.297
H40 -6.639 6.899 18.703
H41 -3.913 5.878 15.400
H42 -7.087 9.319 26.007
H43 -2.904 6.945 13.472
H44 -7.354 10.740 25.047
H45 -4.254 7.981 20.754
H46 -1.664 3.643 15.726
H47 -9.225 2.318 23.044
H48 -6.483 2.345 14.247
H49 -13.902 1.568 17.005
H50 -12.565 3.366 15.682
H51 -8.670 11.599 21.992

- Kohn-Sham gap (alpha / beta) (Eh) = 0.18722 / 0.18730
- total charge = +2

Entry 3:
A molecular structure, C26H18MnN4O2S, computed with the ωB97M-V functional and the def2-TZVPD basis.

Geometry (Å):
Mn1 0.526 -0.289 0.377
S1 1.441 -1.306 -4.009
O1 0.050 1.801 0.727
O2 0.414 4.322 0.345
N1 -1.269 1.090 2.492
N2 -0.346 -2.395 0.793
N3 0.328 -0.583 -1.813
N4 -0.965 -0.116 1.979
C1 -1.147 -0.984 -5.112
C2 2.695 -1.033 -1.484
C3 -0.869 3.437 2.193
C4 -0.258 -0.945 -4.044
C5 5.046 -1.469 -1.278
C6 -0.676 -0.570 -2.764
C7 -0.318 4.501 1.458
C8 2.551 -0.746 -0.110
C9 -1.265 6.070 3.019
C10 -0.448 -4.765 0.589
C11 3.725 -0.844 0.643
C12 4.947 -1.195 0.082
C13 -1.685 -3.655 2.309
C14 3.914 -1.388 -2.066
C15 -0.670 2.037 1.767
C16 -2.464 -0.639 -4.873
C17 0.015 -3.522 0.190
C18 1.481 -0.940 -2.309
C19 -0.526 5.815 1.884
C20 -1.315 -4.826 1.670
C21 -1.817 5.024 3.759
C22 -1.523 -1.162 2.459
C23 -1.179 -2.449 1.841
C24 -2.888 -0.260 -3.594
C25 -2.006 -0.222 -2.534
C26 -1.616 3.726 3.341
H1 -3.175 -0.658 -5.687
H2 -1.697 -5.779 2.013
H3 3.695 -0.635 1.707
H4 -2.218 -1.122 3.294
H5 0.705 -3.415 -0.640
H6 0.476 3.351 0.205
H7 -0.819 -1.271 -6.102
H8 -1.415 7.094 3.336
H9 3.987 -1.595 -3.128
H10 -2.395 5.227 4.650
H11 -2.321 0.080 -1.543
H12 -2.355 -3.665 3.158
H13 -2.032 2.895 3.893
H14 5.832 -1.254 0.705
H15 5.998 -1.739 -1.716
H16 -0.089 6.613 1.299
H17 -0.134 -5.657 0.067
H18 -3.924 0.011 -3.437

- 2S+1 = 6
- Kohn-Sham gap (alpha / beta) (Eh) = 0.27104 / 0.26639
- expectation value of S² = 8.76